1.
Here is a 2-piece molecular cluster, C2H2Cl2F2O2 overall from OMol25. Energies are from wB97M-V/def2-TZVPD.

Structure (XYZ):
```
10
Properties=species:S:1:pos:R:3
C -1.44 -0.01 0.26
C 1.51 0.03 -0.73
O -1.02 0.72 1.11
O -1.36 0.34 -1.01
F 2.72 -0.42 -0.86
F 0.82 -1.06 -0.12
Cl -1.97 -1.64 0.64
Cl 1.87 1.14 1.13
H 0.41 1.21 1.12
H -1.55 -0.32 -1.55
```

Output
Total charge: 0
Energy above the lowest of the compared OMol25 structures with the same formula, charge and spin: 46.9 kcal/mol
Highest occupied orbital energy: -9.437 eV
Frontier orbital gap: 0.352 Ha

2.
Here is one molecule with the formula H3N3O4 from OMol25. Energies are from wB97M-V/def2-TZVPD.

Structure (XYZ):
```
10
Properties=species:S:1:pos:R:3
N -0.43 -1.61 -0.52
N -0.09 0.01 -0.44
N 1.18 0.35 0.06
O 2.11 -0.38 -0.17
O 1.25 1.45 0.59
O -1.28 1.01 1.26
O -1.05 0.87 -0.17
H -1.40 -1.47 -0.75
H 0.25 -1.84 -1.24
H -0.54 1.62 1.37
```

Output
Total charge: 0
Energy above the lowest of the compared OMol25 structures with the same formula, charge and spin: 13.0 kcal/mol
Highest occupied orbital energy: -10.471 eV
Frontier orbital gap: 0.372 Ha
SMILES: NN(OO)[N+](=O)[O-]

Repeat the second record exactly.
Here is one molecule with the formula H3N3O4 from OMol25. Energies are from wB97M-V/def2-TZVPD.

Structure (XYZ):
```
10
Properties=species:S:1:pos:R:3
N -0.43 -1.61 -0.52
N -0.09 0.01 -0.44
N 1.18 0.35 0.06
O 2.11 -0.38 -0.17
O 1.25 1.45 0.59
O -1.28 1.01 1.26
O -1.05 0.87 -0.17
H -1.40 -1.47 -0.75
H 0.25 -1.84 -1.24
H -0.54 1.62 1.37
```

Output
Total charge: 0
Energy above the lowest of the compared OMol25 structures with the same formula, charge and spin: 13.0 kcal/mol
Highest occupied orbital energy: -10.471 eV
Frontier orbital gap: 0.372 Ha
SMILES: NN(OO)[N+](=O)[O-]